# 1
Computed, not measured: an isolated molecule of C5H6O2, with ωB97M-V/def2-TZVPD.

Geometry (Å):
C: 0.871 -0.352 1.498
C: -0.228 0.259 0.637
C: -0.941 -0.652 -0.330
C: -0.726 -0.228 -1.572
C: 0.165 0.960 -1.516
O: 0.652 1.598 -2.409
O: 0.383 1.244 -0.201
H: 1.461 0.470 1.915
H: 0.464 -0.941 2.325
H: 1.537 -0.980 0.899
H: -0.961 0.767 1.277
H: -1.558 -1.490 -0.021
H: -1.099 -0.623 -2.509

For the HOMO energy, the calculation gives -0.383 hartree. For the energy above the lowest of the compared OMol25 structures with the same formula, charge and spin, the calculation gives 0.037 eV. Its SMILES is C[C@@H]1C=CC(=O)O1. The calculation puts the HOMO-LUMO gap at 11.0 eV. As for the multiplicity: 1. The net charge is 0.

# 2
Computed, not measured: a structure of composition C24H58InNO22P5 at a distorted geometry, with ωB97M-V/def2-TZVPD.

Geometry (Å):
O: 3.448 -1.337 -0.453
C: 2.836 -0.568 -1.173
O: 3.048 0.776 -1.017
C: 1.816 -1.151 -2.185
C: 1.909 -0.578 -3.645
C: 1.760 0.982 -3.752
In: -0.125 1.771 -2.728
C: -1.558 -0.010 -2.618
C: -2.255 -0.366 -1.351
C: -3.160 -1.509 -1.173
C: -3.304 -2.285 -2.421
C: -2.605 -1.810 -3.574
N: -1.779 -0.761 -3.734
H: 3.204 0.934 -0.070
H: 0.794 -1.090 -1.737
H: 2.050 -2.246 -2.252
H: 2.890 -0.888 -4.094
H: 1.070 -1.052 -4.220
H: 1.595 1.210 -4.845
H: 2.674 1.556 -3.465
H: 0.393 2.345 -1.113
H: -0.872 3.116 -3.680
H: -2.066 0.285 -0.466
H: -3.659 -1.781 -0.225
H: -3.934 -3.198 -2.454
H: -2.779 -2.416 -4.499
C: 0.519 9.196 -0.859
O: 1.701 8.504 -1.249
P: 1.568 6.918 -1.461
O: 0.450 6.510 -2.309
O: 1.532 6.335 0.015
C: 2.492 6.780 0.972
O: 3.009 6.512 -1.993
C: 3.236 6.643 -3.396
H: 0.810 10.091 -0.311
H: -0.043 9.485 -1.748
H: -0.108 8.577 -0.214
H: 2.069 7.610 1.543
H: 3.422 7.100 0.500
H: 2.707 5.958 1.653
H: 4.305 6.780 -3.561
H: 2.703 7.501 -3.807
H: 2.912 5.733 -3.901
C: -0.617 -4.265 0.834
O: -1.043 -5.605 1.119
P: -2.530 -5.786 1.671
O: -3.559 -5.097 0.892
O: -2.434 -5.343 3.200
C: -1.370 -5.856 4.000
O: -2.692 -7.367 1.756
C: -3.094 -8.036 0.560
H: 0.467 -4.219 0.934
H: -0.895 -4.005 -0.186
H: -1.063 -3.553 1.530
H: -0.538 -5.150 3.986
H: -1.027 -6.829 3.645
H: -1.728 -5.960 5.024
H: -2.741 -9.065 0.605
H: -2.671 -7.557 -0.325
H: -4.181 -8.035 0.492
C: 0.988 -0.062 3.811
O: -0.134 -0.725 4.401
P: -1.583 -0.199 3.973
O: -1.787 -0.076 2.533
O: -1.758 1.152 4.797
C: -1.446 1.160 6.186
O: -2.559 -1.214 4.691
C: -2.814 -2.418 3.969
H: 1.837 -0.157 4.487
H: 1.232 -0.534 2.859
H: 0.783 0.999 3.651
H: -0.413 1.488 6.319
H: -1.576 0.177 6.639
H: -2.107 1.869 6.684
H: -3.097 -3.198 4.673
H: -1.934 -2.746 3.417
H: -3.639 -2.252 3.277
C: -0.076 -5.614 -7.829
O: -1.442 -5.267 -8.055
P: -2.454 -5.511 -6.841
O: -2.007 -4.970 -5.556
O: -2.696 -7.084 -6.855
C: -2.993 -7.729 -8.091
O: -3.819 -4.916 -7.392
C: -4.021 -3.508 -7.227
H: 0.380 -5.853 -8.790
H: 0.447 -4.768 -7.384
H: 0.009 -6.484 -7.174
H: -2.067 -8.103 -8.532
H: -3.483 -7.055 -8.794
H: -3.654 -8.571 -7.891
H: -4.711 -3.165 -7.996
H: -3.084 -2.957 -7.323
H: -4.457 -3.317 -6.247
C: 1.079 5.446 6.132
O: 2.452 5.691 6.444
P: 3.537 4.972 5.516
O: 3.316 5.137 4.080
O: 3.538 3.466 6.020
C: 3.603 3.200 7.420
O: 4.911 5.553 6.066
C: 5.339 6.807 5.534
H: 0.494 5.568 7.042
H: 0.740 6.166 5.388
H: 0.933 4.432 5.754
H: 2.590 3.084 7.809
H: 4.111 3.997 7.963
H: 4.147 2.269 7.569
H: 5.987 7.289 6.265
H: 4.492 7.462 5.328
H: 5.903 6.638 4.617

For the HOMO energy, the calculation gives -0.147 hartree. The calculation puts the HOMO-LUMO gap at 5.8 eV. As for the multiplicity: 1. The net charge is -1.

# 3
Computed, not measured: an isolated molecule of C20H23N3O3S, with ωB97M-V/def2-TZVPD.

Geometry (Å):
C: 2.855 -0.194 -4.699
C: 3.365 -0.796 -3.426
C: 4.681 -1.263 -3.352
C: 5.182 -1.820 -2.197
C: 4.371 -1.929 -1.070
O: 4.908 -2.483 0.045
C: 4.221 -2.642 1.219
O: 4.788 -3.145 2.152
C: 2.840 -2.178 1.211
C: 1.931 -2.229 2.291
C: 0.704 -1.726 1.974
C: -0.448 -1.600 2.892
O: -0.337 -1.791 4.088
N: -1.615 -1.280 2.292
C: -2.776 -0.866 3.045
C: -3.719 -0.107 2.101
N: -2.950 0.660 1.137
C: -2.313 1.837 1.706
C: -1.353 2.435 0.669
N: -1.994 2.773 -0.586
C: -2.768 3.995 -0.548
C: -2.722 1.621 -1.081
C: -3.694 1.023 -0.055
S: 0.644 -1.160 0.323
C: 2.288 -1.618 0.071
C: 3.045 -1.467 -1.127
C: 2.561 -0.904 -2.311
H: 1.827 0.137 -4.589
H: 3.469 0.658 -4.986
H: 2.903 -0.924 -5.506
H: 5.316 -1.182 -4.221
H: 6.197 -2.179 -2.139
H: 2.174 -2.622 3.261
H: -1.628 -0.950 1.333
H: -2.456 -0.245 3.889
H: -3.285 -1.741 3.462
H: -4.409 0.517 2.691
H: -4.314 -0.831 1.538
H: -1.744 1.546 2.590
H: -3.061 2.588 2.013
H: -0.874 3.327 1.076
H: -0.578 1.694 0.447
H: -3.627 3.972 0.137
H: -3.137 4.203 -1.552
H: -2.112 4.811 -0.248
H: -3.263 1.904 -1.986
H: -1.981 0.858 -1.338
H: -4.151 0.123 -0.474
H: -4.501 1.743 0.169
H: 1.539 -0.552 -2.330

For the HOMO energy, the calculation gives -0.311 hartree. For the energy above the lowest of the compared OMol25 structures with the same formula, charge and spin, the calculation gives 1.284 eV. Its SMILES is Cc1ccc2oc(=O)c3cc(C(=O)NCCN4CCN(C)CC4)sc3c2c1. The calculation puts the HOMO-LUMO gap at 8.1 eV. As for the multiplicity: 1. The net charge is 0.

# 4
Computed, not measured: a structure of composition C10H8AsCoF12NO9S2, with ωB97M-V/def2-TZVPD.

Geometry (Å):
Co: -0.368 -0.596 0.343
O: 1.126 -3.845 -1.329
C: 0.602 -2.781 -1.067
O: -0.316 -2.398 -0.341
C: 1.333 -1.656 -2.070
C: 0.164 -0.764 -2.478
C: 0.624 0.166 -3.601
C: 1.551 1.154 -2.853
C: 1.505 0.620 -1.431
O: 0.119 0.149 -1.343
C: 2.259 -0.712 -1.287
C: 2.413 -1.041 0.209
O: 3.467 -1.419 0.646
O: 1.348 -0.843 0.945
H: 1.799 -2.211 -2.875
H: -0.805 -1.225 -2.613
H: -0.253 0.663 -4.011
H: 1.121 -0.383 -4.398
H: 1.151 2.165 -2.883
H: 2.569 1.172 -3.237
H: 1.678 1.333 -0.631
H: 3.256 -0.699 -1.720
F: 0.444 3.840 1.789
C: 0.276 2.943 2.755
F: -0.137 3.546 3.857
F: 1.428 2.327 2.985
S: -1.001 1.732 2.207
O: -0.313 1.166 1.011
O: -2.194 2.454 1.979
N: -1.021 0.740 3.408
S: -1.024 -0.817 3.353
O: -0.996 -1.342 1.964
O: -1.999 -1.434 4.173
C: 0.619 -1.275 4.095
F: 0.506 -1.217 5.415
F: 0.919 -2.513 3.729
F: 1.567 -0.442 3.703
F: -2.188 -0.468 -0.188
As: -3.425 0.552 -1.239
F: -4.333 -0.896 -1.284
F: -2.540 -0.015 -2.630
F: -4.512 1.445 -2.195
F: -2.285 1.834 -1.110
F: -4.135 0.990 0.247

For the HOMO energy (alpha / beta), the calculation gives -0.411 / -0.410 hartree. The calculation puts the HOMO-LUMO gap (alpha / beta) at 8.8 / 6.0 eV. As for the multiplicity: 2. The net charge is 0.

# 5
Computed, not measured: a structure of composition C21H33F6MoN4PSi at a distorted geometry, with ωB97M-V/def2-TZVPD.

Geometry (Å):
Mo: 0.210 -0.302 0.090
C: 2.170 -1.411 2.801
C: 1.689 -0.215 2.020
C: 0.602 0.558 2.532
C: -0.173 0.034 3.708
C: 0.354 1.851 2.024
C: -0.492 2.833 2.779
C: 0.977 2.237 0.818
C: 0.696 3.554 0.169
C: 1.956 1.402 0.199
C: 2.670 1.861 -1.046
C: 2.441 0.272 0.909
C: 3.825 -0.258 0.622
H: 1.387 -2.153 2.949
H: 2.496 -1.087 3.792
H: 3.007 -1.904 2.319
H: 0.254 0.425 4.637
H: -0.139 -1.049 3.771
H: -1.215 0.347 3.674
H: -1.274 3.269 2.162
H: 0.152 3.653 3.112
H: -0.948 2.401 3.663
H: 0.323 3.406 -0.847
H: 1.626 4.125 0.092
H: -0.030 4.149 0.708
H: 3.448 2.586 -0.792
H: 1.992 2.357 -1.737
H: 3.151 1.036 -1.564
H: 4.402 0.470 0.059
H: 3.870 -1.193 0.066
H: 4.344 -0.414 1.567
N: -2.785 -3.305 0.430
C: -3.715 -2.293 0.372
C: -3.018 -1.140 0.209
N: -1.673 -1.440 0.169
C: -1.573 -2.757 0.308
C: -0.239 -3.297 0.257
N: 0.760 -2.426 0.118
C: 1.917 -3.182 0.045
C: 1.599 -4.494 0.145
N: 0.229 -4.545 0.281
H: -3.005 -4.284 0.553
H: -4.774 -2.487 0.451
H: -3.396 -0.144 0.127
H: 2.892 -2.751 -0.083
H: 2.209 -5.383 0.138
H: -0.309 -5.394 0.377
F: -0.882 0.855 -1.094
P: -3.701 2.704 -0.287
F: -2.950 2.077 0.936
F: -2.475 3.682 -0.501
F: -4.873 1.668 -0.055
F: -4.647 3.881 -0.116
F: -3.463 2.104 -1.697
C: 1.150 -0.904 -3.341
Si: -0.437 0.012 -3.311
C: -1.992 -0.945 -3.308
C: -0.494 1.741 -3.892
H: 1.374 -0.975 -4.420
H: 1.087 -1.918 -2.948
H: 1.992 -0.371 -2.897
H: -2.266 -1.062 -4.367
H: -2.806 -0.396 -2.832
H: -1.902 -1.943 -2.881
H: -0.909 1.716 -4.909
H: 0.483 2.220 -3.947
H: -1.178 2.337 -3.287

For the HOMO energy (alpha / beta), the calculation gives -0.642 / -0.655 hartree. For the energy above the lowest of the compared OMol25 structures with the same formula, charge and spin, the calculation gives 1.732 eV. The calculation puts the HOMO-LUMO gap (alpha / beta) at 7.8 / 7.7 eV. As for the multiplicity: 4. The net charge is +3.

# 6
Computed, not measured: the ion C4H9NP with charge +1 at a distorted geometry, with ωB97M-V/def2-TZVPD.

Geometry (Å):
C: -0.951 -1.766 0.051
C: -1.266 -0.403 -0.292
C: -0.452 0.628 0.538
C: 1.048 0.608 0.525
N: 1.762 0.926 -0.699
P: 2.155 -0.747 0.027
H: -0.713 -2.006 1.095
H: -1.490 -0.361 -1.309
H: -2.379 -0.267 -0.001
H: -0.741 1.680 0.293
H: -0.857 0.458 1.488
H: 1.440 1.064 1.435
H: -0.956 -2.477 -0.778
H: 2.128 1.871 -0.805
H: 1.271 0.790 -1.568

For the HOMO energy (alpha / beta), the calculation gives -0.444 / -0.495 hartree. For the energy above the lowest of the compared OMol25 structures with the same formula, charge and spin, the calculation gives 3.711 eV. The calculation puts the HOMO-LUMO gap (alpha / beta) at 6.0 / 8.9 eV. As for the multiplicity: 1. The net charge is +1.

# 7
Computed, not measured: an isolated molecule of C2H5NO2 at a distorted geometry, with ωB97M-V/def2-TZVPD.

Geometry (Å):
N: -0.381 -1.382 0.633
C: -0.720 -0.142 -0.146
C: 0.571 0.653 -0.214
O: 1.627 0.256 0.282
O: 0.552 1.759 -1.040
H: 0.550 -1.365 1.184
H: -0.995 -1.865 1.259
H: -1.114 -0.527 -1.070
H: -1.555 0.558 0.294
H: 1.465 2.056 -1.182

For the HOMO energy, the calculation gives -0.340 hartree. For the energy above the lowest of the compared OMol25 structures with the same formula, charge and spin, the calculation gives 0.971 eV. Its SMILES is NCC(=O)O. The calculation puts the HOMO-LUMO gap at 10.0 eV. As for the multiplicity: 1. The net charge is 0.

# 8
Computed, not measured: a cluster of 11 separate species, C5H34NO12 in total at a distorted geometry, with ωB97M-V/def2-TZVPD.

Geometry (Å):
C: -0.354 -1.295 -1.565
O: -1.411 -0.969 -0.669
C: 0.687 -0.176 -1.668
C: -0.147 0.934 -2.390
C: 0.652 2.171 -2.817
C: 1.614 1.804 -3.975
O: 1.465 0.456 -4.451
N: 1.062 0.207 -0.249
H: -0.579 -1.517 -2.618
H: -0.156 -2.241 -1.035
H: -2.094 -0.426 -1.113
H: 1.622 -0.241 -2.193
H: -0.868 1.199 -1.585
H: -0.591 0.536 -3.292
H: -0.095 2.868 -3.259
H: 1.213 2.641 -2.042
H: 2.674 1.805 -3.729
H: 1.423 2.561 -4.723
H: -4.451 -0.558 3.337
H: 0.241 0.169 0.379
H: 1.413 1.180 -0.180
H: 1.870 -0.187 0.245
H: 5.101 -1.617 -0.075
H: 4.261 -1.117 1.009
O: 4.581 -0.836 0.142
H: -4.047 0.296 -2.480
H: -3.938 1.639 -3.339
O: -3.669 1.174 -2.547
H: -1.064 -0.397 2.393
H: -1.133 1.093 2.318
O: -0.511 0.376 2.163
H: 1.461 0.440 -5.411
H: -4.458 0.841 3.682
O: -3.843 0.098 3.702
H: 1.918 4.601 2.564
H: 0.512 4.887 2.736
O: 1.133 4.147 2.894
H: -2.635 -2.534 2.068
H: -3.045 -4.053 2.160
O: -2.510 -3.409 1.692
H: 3.387 1.127 5.019
H: 1.860 1.677 4.590
O: 2.619 1.120 4.433
H: -0.973 -1.820 5.053
H: -2.334 -1.200 4.348
O: -1.914 -1.720 5.035
H: 1.629 -3.505 -3.169
H: 1.558 -2.070 -3.642
O: 1.561 -2.601 -2.839
H: -1.011 -2.775 1.569
H: 0.429 -2.374 2.161
O: -0.117 -2.413 1.365

For the HOMO energy, the calculation gives -0.481 hartree. For the energy above the lowest of the compared OMol25 structures with the same formula, charge and spin, the calculation gives 3.796 eV. The calculation puts the HOMO-LUMO gap at 10.7 eV. As for the multiplicity: 1. The net charge is +1.